A) Here is a cluster of 8 separate species, C24H45F4NO19 in total from the OMol25 dataset. Energies are from ωB97M-V/def2-TZVPD.

```
93
Properties=species:S:1:pos:R:3:mulliken_charge:R:1
N -0.007 -1.571 -2.290 0.184
H -0.335 -2.355 -1.614 -0.130
H 0.287 -2.079 -2.982 0.517
H 0.623 -0.906 -2.049 0.186
H -0.702 -0.775 -2.346 0.010
O 0.317 -0.774 0.440 0.486
H 0.173 0.118 0.499 -1.044
C -2.715 -0.300 2.530 -0.231
C -3.073 1.147 2.910 0.519
O -4.377 1.210 2.569 -0.388
C -4.768 0.220 1.703 0.601
O -5.838 0.097 1.069 -0.631
O -3.831 -0.604 1.683 -0.334
F -2.299 2.025 2.316 -0.239
H -2.954 -0.868 3.324 0.888
H -1.838 -0.423 2.307 -0.487
H -2.764 1.289 3.992 0.349
C 1.856 0.941 4.517 -0.751
C 0.782 0.264 3.523 0.328
O -0.312 1.046 3.890 0.071
C -0.051 1.728 5.076 0.432
O -0.893 2.498 5.607 -0.661
O 1.062 1.659 5.535 -0.276
F 0.587 -1.072 3.981 -0.377
H 2.426 1.605 3.948 0.288
H 2.618 0.286 4.781 0.566
H 0.972 0.295 2.601 0.304
C -2.242 -3.237 0.498 1.196
C -1.384 -3.424 1.746 1.329
O -0.669 -4.640 1.551 -0.318
C -1.190 -5.290 0.550 0.562
O -1.095 -6.530 0.335 -0.629
O -1.985 -4.447 -0.157 -0.443
F -2.106 -3.451 2.850 -0.365
H -1.795 -2.495 -0.144 -1.230
H -3.373 -3.249 0.737 0.157
H -0.707 -2.420 1.670 -0.483
C 2.703 -3.141 1.409 0.265
C 3.318 -2.407 0.196 0.650
O 3.848 -3.601 -0.527 -0.383
C 3.316 -4.698 -0.110 0.660
O 3.635 -5.822 -0.606 -0.633
O 2.510 -4.461 0.886 -0.344
F 4.419 -1.641 0.471 -0.319
H 1.582 -2.755 1.556 -0.348
H 3.347 -3.078 2.190 0.446
H 2.562 -1.864 -0.314 -0.044
C -0.475 -1.693 -5.942 -0.976
O -1.170 -2.169 -4.852 -0.190
C -2.412 -2.633 -5.228 -0.317
C -3.137 -3.119 -4.030 -1.144
O -3.069 -2.424 -2.903 0.083
C -4.183 -1.545 -2.827 -0.706
C -3.845 -0.518 -1.721 0.010
O -2.754 0.321 -2.066 -0.521
C -2.272 1.036 -0.951 -0.842
H -0.063 -2.540 -6.624 0.331
H 0.523 -1.392 -5.640 0.260
H -0.978 -1.041 -6.516 0.428
H -2.519 -3.522 -5.998 0.335
H -2.945 -1.813 -5.684 0.358
H -2.653 -4.037 -3.596 0.371
H -4.128 -3.496 -4.126 0.497
H -5.163 -1.956 -2.421 0.326
H -4.482 -0.996 -3.779 0.378
H -3.530 -0.958 -0.909 -0.058
H -4.411 0.363 -1.327 0.321
H -1.631 1.647 -1.344 0.818
H -1.807 0.470 -0.189 0.034
H -3.110 1.714 -0.465 0.312
C 0.892 4.104 2.481 -0.670
O 1.654 3.060 1.950 -0.322
C 1.249 2.736 0.605 -0.710
C 2.352 2.127 -0.235 -0.748
O 3.380 2.770 -0.247 -0.301
C 3.445 4.118 -0.805 -0.408
C 4.725 4.794 -0.388 -0.534
O 4.596 6.220 -0.740 -0.330
C 5.777 6.937 -0.314 -0.727
H -0.190 3.736 2.431 0.144
H 1.006 4.989 1.889 0.409
H 1.264 4.102 3.540 0.181
H 0.960 3.575 0.225 1.341
H 0.427 2.106 0.679 -0.136
H 1.969 2.023 -1.164 0.460
H 2.542 1.059 0.053 0.194
H 2.623 4.746 -0.438 0.290
H 3.437 3.971 -1.853 0.298
H 5.519 4.373 -0.852 0.432
H 4.604 4.849 0.695 0.293
H 5.595 8.100 -0.408 0.245
H 6.694 6.739 -1.015 0.267
H 6.055 7.019 0.737 0.318
```

Computed properties:
- 2S+1: 1
- Charge: 0


B) Here is a cluster of 8 separate species, C24H45F4NO19 in total from the OMol25 dataset. Energies are from ωB97M-V/def2-TZVPD.

```
93
Properties=species:S:1:pos:R:3:mulliken_charge:R:1
N 1.259 -2.291 -1.068 -0.104
H 1.763 -2.031 -0.311 -0.108
H 1.794 -3.106 -1.668 0.470
H 0.908 -1.613 -1.741 0.403
H 0.437 -2.542 -0.733 0.190
O 0.924 0.296 0.115 0.317
H 0.040 0.560 -0.210 -0.813
C -0.106 0.536 3.670 -0.270
C -1.461 1.117 3.975 -0.205
O -1.982 0.079 4.831 -0.398
C -1.301 -1.053 4.786 0.564
O -1.530 -2.137 5.402 -0.654
O -0.223 -0.810 4.102 -0.316
F -2.241 1.122 2.932 -0.267
H 0.275 1.110 4.376 0.803
H -0.035 0.771 2.628 0.013
H -1.518 2.003 4.405 0.636
C 0.150 4.913 0.920 -0.512
C 0.324 3.376 1.372 0.970
O -0.579 3.347 2.333 -0.050
C -1.148 4.458 2.690 0.630
O -1.988 4.641 3.539 -0.626
O -0.646 5.393 2.084 -0.389
F 1.556 3.259 1.973 -0.380
H -0.495 4.922 0.083 0.267
H 0.909 5.623 0.950 0.403
H 0.162 2.592 0.496 -0.374
C 2.670 -1.502 2.632 0.474
C 3.173 -0.150 2.591 1.408
O 4.490 -0.194 2.095 -0.342
C 4.857 -1.460 2.059 0.611
O 6.043 -1.907 2.046 -0.668
O 3.829 -2.193 2.098 -0.394
F 3.096 0.323 3.815 -0.364
H 1.686 -1.631 1.793 -0.767
H 2.302 -1.897 3.545 0.444
H 2.657 0.548 1.824 -0.533
C 3.880 1.759 -0.960 0.477
C 3.250 1.322 -2.272 0.765
O 4.318 0.779 -2.893 -0.411
C 5.367 0.571 -2.083 0.593
O 6.441 0.180 -2.399 -0.512
O 5.006 1.002 -0.834 -0.346
F 2.750 2.232 -3.088 -0.326
H 3.132 1.431 -0.118 -0.620
H 4.046 2.745 -0.787 0.465
H 2.511 0.537 -2.062 -0.104
C 0.789 -5.461 -2.700 -0.871
O 1.333 -5.100 -1.464 -0.283
C 1.270 -6.150 -0.615 -0.890
C 1.746 -5.659 0.814 -1.511
O 1.201 -4.579 1.075 -0.045
C 0.093 -4.825 1.957 -1.604
C -0.699 -3.475 2.168 0.322
O -1.247 -2.981 0.985 -0.534
C -1.767 -1.680 1.109 -0.467
H 1.501 -6.170 -3.239 0.274
H 0.510 -4.537 -3.240 0.286
H -0.193 -5.881 -2.466 0.381
H 1.801 -7.018 -0.852 0.700
H 0.367 -6.712 -0.558 0.483
H 2.781 -5.211 0.776 0.297
H 1.768 -6.222 1.503 1.012
H 0.329 -5.228 2.777 0.964
H -0.578 -5.700 1.773 0.564
H 0.061 -2.721 2.663 -0.498
H -1.442 -3.583 2.941 0.552
H -2.098 -1.455 0.096 0.378
H -0.914 -1.138 1.022 -0.119
H -2.597 -1.376 1.736 0.500
C -3.392 3.432 0.105 -1.280
O -2.325 3.187 -0.734 -0.339
C -2.265 1.810 -1.062 -0.781
C -1.420 1.543 -2.281 -0.224
O -1.756 2.229 -3.315 -0.342
C -3.104 2.182 -3.797 -0.353
C -3.500 3.394 -4.655 -0.428
O -4.825 3.324 -5.030 -0.338
C -5.193 4.359 -5.874 -0.712
H -3.424 2.747 0.908 0.431
H -4.251 3.474 -0.463 0.367
H -3.210 4.341 0.441 0.461
H -3.167 1.399 -1.246 1.072
H -1.875 1.442 -0.243 0.175
H -1.647 0.476 -2.535 0.174
H -0.296 1.464 -2.249 0.249
H -3.750 2.284 -2.936 0.178
H -3.527 1.236 -4.284 0.210
H -2.850 3.290 -5.682 0.275
H -3.260 4.287 -4.131 0.371
H -6.122 4.397 -6.023 0.349
H -4.560 4.125 -6.726 0.318
H -5.047 5.409 -5.379 0.227
```

Computed properties:
- 2S+1: 1
- Charge: 0


Most stable of them? A).


A) Here is the molecule C5H5NO2S from the OMol25 dataset. Energies are from ωB97M-V/def2-TZVPD.

```
14
Properties=species:S:1:pos:R:3:mulliken_charge:R:1
C 0.050 -2.184 -2.894 0.197
C -0.683 -1.286 -2.705 -0.535
C -0.826 0.199 -0.883 -0.062
C -1.409 -0.123 -2.150 0.215
C -0.119 1.127 1.277 -0.940
N -1.028 1.122 0.051 0.086
O -1.907 2.868 1.627 -0.532
O -2.462 0.279 -2.574 -0.526
S -2.063 2.378 0.241 0.385
H 0.543 -3.080 -3.177 0.439
H 0.038 -0.345 -0.682 0.211
H 0.610 0.308 1.218 0.301
H 0.424 2.002 1.233 0.436
H -0.681 1.211 2.178 0.326
```

Computed properties:
- 2S+1: 1
- Charge: 0


B) Here is the molecule C5H5NO2S from the OMol25 dataset. Energies are from ωB97M-V/def2-TZVPD.

```
14
Properties=species:S:1:pos:R:3:mulliken_charge:R:1
C -0.264 1.712 -0.030 -0.893
C 0.550 0.456 -0.296 0.071
C 2.349 -0.684 0.017 0.074
C 0.084 -0.746 -0.144 0.452
C -1.405 -1.077 -0.082 0.526
H 0.677 2.442 -0.514 0.286
H -0.402 1.896 1.162 0.243
H -1.135 1.730 -0.759 0.326
H 3.452 -0.976 0.403 0.281
H -3.040 -0.998 0.469 0.430
N 1.896 0.498 -0.141 -0.573
O -2.297 -0.086 0.175 -0.520
O -1.788 -2.201 -0.286 -0.595
S 1.323 -1.965 0.027 -0.107
```

Computed properties:
- Structure (SMILES): Cc1ncsc1C(=O)O
- 2S+1: 1
- Charge: 0


Most stable of them? B).


A) Here is the molecule C2H6NO3P from the OMol25 dataset. Energies are from ωB97M-V/def2-TZVPD.

```
13
Properties=species:S:1:pos:R:3:mulliken_charge:R:1
C -1.773 -1.274 0.156 -0.800
C 1.983 1.104 -0.403 -0.948
N -1.187 0.019 0.054 0.989
O 1.365 -1.512 -0.381 -0.562
O -1.695 0.901 0.760 -0.535
O -0.551 0.386 -1.030 -0.507
P 0.916 -0.251 0.204 0.452
H -1.047 -2.190 0.533 0.273
H -2.268 -1.550 -0.794 0.307
H -2.632 -1.125 0.958 0.342
H 2.047 1.276 -1.452 0.339
H 1.830 2.155 -0.049 0.349
H 3.106 0.954 -0.151 0.301
```

Computed properties:
- Structure (SMILES): C[N@+]1([O-])O[P@]1(C)=O
- 2S+1: 1
- Charge: 0


B) Here is the molecule C2H6NO3P from the OMol25 dataset. Energies are from ωB97M-V/def2-TZVPD.

```
13
Properties=species:S:1:pos:R:3:mulliken_charge:R:1
C -0.205 1.559 -1.390 -0.793
C -0.226 -1.556 1.494 -0.928
N 0.379 0.366 -0.743 0.369
O 0.297 1.160 1.701 -0.644
O 1.506 -0.011 -0.800 -0.330
O -1.959 0.419 0.606 -0.715
P -0.551 0.132 1.042 1.002
H -0.304 2.428 -0.814 0.335
H -1.271 1.346 -1.455 0.339
H 0.300 1.649 -2.270 0.356
H 0.329 -2.079 0.747 0.376
H 0.102 -1.498 2.529 0.290
H -1.138 -2.072 1.538 0.343
```

Computed properties:
- 2S+1: 1
- Charge: 0


Most stable of them? B).


A) Here is a structure of composition C8H12NO from the OMol25 dataset. Energies are from ωB97M-V/def2-TZVPD.

```
22
Properties=species:S:1:pos:R:3:mulliken_charge:R:1
C 1.729 0.711 0.078 0.176
C 0.468 0.904 0.082 0.105
C 1.346 -0.800 -0.156 -0.575
C -2.047 1.142 -0.747 -0.501
C -0.860 0.534 0.098 -0.124
C -0.281 -0.895 -0.334 0.579
C 2.923 1.451 0.198 -1.223
C -0.747 -1.876 0.661 -1.859
N -3.292 0.577 -0.581 0.017
O -3.614 -0.021 0.411 -0.298
H 1.719 -1.161 -1.178 0.291
H 1.590 -1.545 0.687 0.467
H -2.315 2.166 -0.512 0.354
H -1.718 1.206 -1.866 0.358
H -1.401 0.362 1.149 0.341
H -0.489 -0.995 -1.422 0.528
H 3.679 1.313 -0.650 0.343
H 3.417 1.015 1.022 0.381
H 2.681 2.527 0.410 0.354
H -0.151 -2.829 0.532 0.471
H -1.826 -2.232 0.454 0.335
H -0.813 -1.554 1.664 0.480
```

Computed properties:
- 2S+1: 1
- Charge: +1


B) Here is the ion C8H12NO with charge +1 from the OMol25 dataset. Energies are from ωB97M-V/def2-TZVPD.

```
22
Properties=species:S:1:pos:R:3:mulliken_charge:R:1
C 0.802 -0.862 -1.846 -0.754
C 2.238 -1.072 -2.158 -0.023
C 0.315 -0.585 -0.711 0.818
C -1.895 2.121 0.666 0.102
C 2.631 -0.765 -3.401 -0.703
C -2.965 1.356 0.381 -0.804
C -0.584 0.479 1.422 -0.897
C -0.452 -1.974 1.033 -0.955
N -0.128 -0.639 0.477 0.123
O -0.597 1.732 0.979 -0.287
H 0.300 -0.864 -2.806 0.393
H 2.843 -1.590 -1.539 0.422
H 1.941 -0.233 -4.074 0.236
H 3.714 -0.947 -3.697 0.248
H -2.910 0.288 0.533 0.302
H -3.861 1.806 0.235 0.352
H -1.455 0.136 1.934 0.622
H 0.163 0.332 2.237 0.363
H -0.512 -2.746 0.292 0.388
H 0.332 -2.277 1.720 0.378
H -1.394 -1.856 1.521 0.348
H -1.800 3.241 0.390 0.328
```

Computed properties:
- Structure (SMILES): C=CC=C=[N+](C)COC=C
- 2S+1: 1
- Charge: +1


Most stable of them? B).


A) Here is a cluster of 2 separate species, C6H9Br in total from the OMol25 dataset. Energies are from ωB97M-V/def2-TZVPD.

```
16
Properties=species:S:1:pos:R:3:mulliken_charge:R:1
C -2.409 1.070 -1.614 -0.829
C -1.484 0.503 -0.895 0.062
C -0.831 -1.214 0.600 -0.282
C -1.699 -0.798 -0.339 -0.249
C 1.915 -0.360 0.390 0.057
C 2.733 0.593 1.081 -1.099
Br 2.539 -2.072 0.821 -0.104
H -2.227 1.937 -2.191 0.273
H -3.476 0.787 -1.712 0.233
H -0.462 0.896 -1.102 0.234
H 0.035 -0.605 0.690 -0.045
H -0.907 -2.249 0.996 0.311
H -2.607 -1.266 -0.519 0.393
H 3.143 1.298 0.384 0.318
H 3.510 0.160 1.639 0.459
H 2.225 1.320 1.771 0.268
```

Computed properties:
- 2S+1: 1
- Charge: 0


B) Here is a cluster of 2 separate species, C6H9Br in total from the OMol25 dataset. Energies are from ωB97M-V/def2-TZVPD.

```
16
Properties=species:S:1:pos:R:3:mulliken_charge:R:1
C 1.324 2.349 0.724 -0.541
C 1.556 1.320 0.044 0.342
C -1.169 -1.104 0.560 -0.279
C -1.791 -1.794 -0.680 -0.547
C -1.891 -0.307 -0.468 -0.072
C 1.712 0.316 -0.796 -0.870
Br -3.633 0.553 -0.059 -0.195
H 0.683 2.143 1.609 0.230
H 1.563 3.396 0.403 0.242
H -1.555 -1.166 1.626 0.230
H -0.085 -0.945 0.532 0.105
H -1.117 -2.150 -1.354 0.225
H -2.715 -2.361 -0.672 0.244
H 2.604 -0.287 -0.679 0.237
H 1.045 -0.031 -1.534 0.377
H -1.233 0.434 -0.879 0.272
```

Computed properties:
- Structure (SMILES): BrC1CC1.C=C=C
- 2S+1: 1
- Charge: 0


Most stable of them? B).


A) Here is a cluster of 3 separate species, C2H9NO3 in total from the OMol25 dataset. Energies are from ωB97M-V/def2-TZVPD.

```
15
Properties=species:S:1:pos:R:3:mulliken_charge:R:1
O -1.539 2.946 2.976 -0.474
C -1.750 2.683 1.824 0.141
C -1.198 1.424 1.188 -0.512
N -0.165 0.723 1.908 -0.540
H -2.354 3.293 1.127 0.320
H -0.826 1.616 0.174 0.325
H -2.031 0.753 0.934 0.266
H -0.322 0.753 2.910 0.268
H 0.728 1.165 1.774 0.209
H 0.444 -5.027 -3.909 0.320
H 0.690 -4.694 -5.352 0.316
O 0.206 -5.294 -4.801 -0.636
H 2.826 0.655 -0.173 0.313
H 2.849 -0.849 -0.033 0.318
O 2.441 -0.147 -0.546 -0.634
```

Computed properties:
- Structure (SMILES): NCC=O.O.O
- 2S+1: 1
- Charge: 0


B) Here is a cluster of 3 separate species, C2H9NO3 in total from the OMol25 dataset. Energies are from ωB97M-V/def2-TZVPD.

```
15
Properties=species:S:1:pos:R:3:mulliken_charge:R:1
C -0.643 0.527 -0.957 -1.027
C -1.177 0.927 0.381 0.680
N -2.213 1.874 0.596 -0.412
O -0.974 0.269 1.419 -0.595
H 0.246 -0.054 -1.185 0.244
H -0.478 1.338 -1.617 0.365
H -1.459 0.084 -1.431 0.356
H -2.740 1.776 1.449 0.222
H -2.370 2.727 0.096 0.183
H 2.299 -0.388 1.284 0.309
H 3.459 -0.816 0.577 0.328
O 2.866 0.010 0.659 -0.637
H 1.584 -3.173 -0.842 0.292
H 0.578 -2.103 -0.258 0.327
O 1.023 -2.999 -0.171 -0.632
```

Computed properties:
- Structure (SMILES): CC(N)=O.O.O
- 2S+1: 1
- Charge: 0


C) Here is a cluster of 3 separate species, C2H9NO3 in total from the OMol25 dataset. Energies are from ωB97M-V/def2-TZVPD.

```
15
Properties=species:S:1:pos:R:3:mulliken_charge:R:1
C 0.502 -1.574 -1.767 -0.975
C 0.649 -0.989 -0.393 0.539
N 1.375 -1.673 0.546 -0.386
O -0.012 -0.035 -0.039 -0.533
H -0.367 -2.229 -1.779 0.264
H 1.355 -2.085 -2.201 0.348
H 0.268 -0.732 -2.425 0.284
H 1.376 -1.324 1.488 0.241
H 1.683 -2.620 0.419 0.195
H -1.556 1.809 2.283 0.309
H -0.186 2.271 2.232 0.298
O -0.658 1.448 2.255 -0.616
H -1.511 3.186 -0.729 0.276
H -1.388 1.801 -0.029 0.392
O -1.532 2.745 0.140 -0.635
```

Computed properties:
- Structure (SMILES): CC(N)=O.O.O
- 2S+1: 1
- Charge: 0


Most stable of them? C).